No. 1
{"formula": "C4H10BNO", "method": "wB97M-V/def2-TZVPD", "e_lumo_ev": [0.451, 0.635], "orbital_gap_ev": [7.98, 7.26], "species": ["B", "C", "C", "C", "C", "N", "O", "H", "H", "H", "H", "H", "H", "H", "H", "H", "H"], "positions_angstrom": [[0.643, 0.484, 0.048], [-2.187, 1.216, -0.370], [-2.350, -0.011, 0.378], [-1.254, -1.129, 0.059], [3.123, -0.233, -0.144], [2.011, 0.774, 0.028], [0.097, -0.665, 0.282], [-2.028, 2.102, 0.226], [-1.902, 1.089, -1.490], [-2.392, 0.015, 1.444], [-3.289, -0.639, 0.064], [-1.378, -1.863, 0.870], [-1.275, -1.478, -0.977], [3.774, 0.030, -0.879], [3.631, -0.361, 0.837], [2.633, -1.121, -0.364], [2.142, 1.790, -0.011]], "atomic_forces_ev_per_a": [[0.00, 1.56, -0.24], [1.90, -0.25, -1.40], [-0.67, -3.47, -1.65], [0.41, 1.34, 1.20], [-2.05, 1.70, 3.75], [-0.13, 0.70, -0.46], [-1.11, -2.18, 0.19], [-0.08, 0.42, -0.64], [-0.79, 0.77, 2.11], [-0.07, 0.71, 0.73], [1.13, 1.13, 0.42], [-0.14, -0.39, -0.92], [-0.37, -0.24, 0.35], [1.85, 0.84, -2.08], [-0.06, 0.08, -0.73], [-0.67, -1.76, -0.53], [0.85, -0.95, -0.09]], "mulliken_charge": [0.028, -0.900, -0.295, -0.476, -0.674, -0.200, -0.313, 0.352, 0.285, 0.323, 0.252, 0.289, 0.302, 0.312, 0.257, 0.264, 0.193]}

No. 2
{"formula": "C4H10Br2NO3P", "method": "wB97M-V/def2-TZVPD", "e_lumo_ev": [-2.346, -2.648], "orbital_gap_ev": [7.70, 7.53], "species": ["C", "C", "C", "C", "N", "O", "O", "O", "P", "Br", "Br", "H", "H", "H", "H", "H", "H", "H", "H", "H", "H"], "positions_angstrom": [[-2.020, -1.869, -1.022], [1.437, 2.187, -1.296], [-1.426, -1.730, 0.471], [1.060, 0.678, -1.191], [0.186, 1.407, 1.882], [0.995, -1.218, 2.238], [-0.938, -0.498, 0.684], [1.481, 0.117, 0.108], [0.508, -0.234, 1.321], [-0.818, 1.659, 3.358], [2.597, 1.696, 2.500], [-2.409, -0.904, -1.330], [-1.247, -2.268, -1.669], [-2.898, -2.654, -0.910], [0.578, 2.871, -1.030], [2.298, 2.424, -0.667], [1.927, 2.411, -2.221], [-0.656, -2.609, 0.680], [-2.275, -2.054, 1.142], [1.677, 0.052, -1.801], [-0.055, 0.534, -1.248]], "atomic_forces_ev_per_a": [[-0.76, -1.73, 2.56], [-0.44, -0.32, 1.02], [-1.50, -5.67, -1.28], [-0.51, 1.03, 1.50], [1.83, -0.14, -0.14], [0.48, -1.22, 1.06], [1.31, 2.64, 0.84], [-0.95, -0.23, 0.66], [-0.40, 2.12, -1.59], [-0.07, -0.33, 0.09], [-1.38, 0.10, -0.17], [-0.06, -0.04, -0.20], [-0.13, 0.17, -0.36], [1.76, 1.63, -0.61], [1.10, -0.76, -0.51], [-0.36, -0.27, 0.75], [-0.62, 0.13, -1.19], [-1.16, 1.95, -0.60], [0.82, 1.13, -0.22], [-0.25, -0.12, -1.11], [1.27, -0.06, -0.52]], "mulliken_charge": [-1.024, -1.065, -0.345, 0.062, -0.356, -0.694, -0.214, -0.305, 1.123, 0.064, -0.075, 0.293, 0.275, 0.334, 0.277, 0.263, 0.393, 0.323, 0.289, 0.289, 0.091]}

No. 3
{"formula": "C4H10Cl2O2SSi", "method": "wB97M-V/def2-TZVPD", "e_lumo_ev": 0.430, "orbital_gap_ev": 10.57, "species": ["C", "C", "C", "C", "O", "O", "Si", "S", "Cl", "Cl", "H", "H", "H", "H", "H", "H", "H", "H", "H", "H"], "positions_angstrom": [[-1.025, -0.018, 2.189], [2.058, 0.496, -0.653], [-0.425, -1.237, -1.617], [-0.128, -0.541, 1.363], [0.703, 3.388, 1.693], [-1.693, 3.778, 1.563], [0.223, 0.063, -0.384], [-0.249, 4.063, 0.883], [-0.865, 1.798, -0.694], [-0.130, 6.150, 1.417], [-1.174, -0.396, 3.188], [-2.432, 4.267, 1.196], [-1.647, 0.819, 1.906], [2.267, 1.520, -0.349], [2.702, -0.158, -0.071], [2.343, 0.394, -1.697], [-0.332, -0.904, -2.647], [0.123, -2.167, -1.515], [-1.474, -1.452, -1.435], [0.470, -1.372, 1.716]], "atomic_forces_ev_per_a": [[0.02, 0.01, -0.05], [-0.70, -0.10, 0.04], [0.21, 0.66, 0.40], [0.16, 0.41, -0.54], [0.17, -0.41, 0.53], [0.64, -0.55, 0.64], [0.48, -0.93, -0.05], [-0.57, 1.37, -0.37], [-0.37, -0.36, -0.51], [-0.04, -0.22, 0.00], [-0.02, -0.12, 0.16], [-0.07, 0.40, -0.39], [-0.05, 0.17, -0.08], [-0.08, 0.05, 0.10], [0.04, -0.15, 0.12], [-0.07, -0.02, -0.13], [0.09, 0.11, -0.15], [0.19, -0.20, 0.08], [-0.13, 0.04, 0.12], [0.09, -0.17, 0.07]], "mulliken_charge": [-0.617, -1.012, -1.026, -0.139, -0.404, -0.415, 0.615, 0.723, -0.297, -0.338, 0.263, 0.347, 0.155, 0.289, 0.331, 0.301, 0.293, 0.334, 0.286, 0.310]}

No. 4
{"formula": "C4H10Cl4MgO2", "method": "wB97M-V/def2-TZVPD", "e_lumo_ev": 4.424, "orbital_gap_ev": 6.63, "total_charge": -2, "species": ["Mg", "Cl", "Cl", "Cl", "Cl", "C", "O", "C", "C", "O", "C", "H", "H", "H", "H", "H", "H", "H", "H", "H", "H"], "positions_angstrom": [[9.296, -10.054, 12.885], [9.532, -11.828, 14.452], [8.842, -7.819, 13.395], [11.434, -9.842, 11.939], [7.599, -10.702, 11.413], [6.326, -10.134, 15.486], [6.480, -10.232, 16.886], [5.310, -9.914, 17.565], [5.452, -10.196, 19.041], [5.467, -11.575, 19.398], [4.325, -12.300, 19.104], [5.804, -11.010, 15.087], [7.288, -10.058, 14.988], [5.751, -9.254, 15.175], [4.461, -10.490, 17.171], [5.070, -8.846, 17.449], [4.602, -9.786, 19.616], [6.356, -9.745, 19.452], [4.290, -12.577, 18.043], [3.364, -11.780, 19.266], [4.268, -13.201, 19.713]], "atomic_forces_ev_per_a": [[0.37, -0.16, -0.22], [-0.12, 0.09, 0.18], [-0.25, 0.26, 0.38], [0.32, -0.07, -0.23], [-0.30, -0.13, -0.18], [-0.23, 0.01, -0.81], [0.16, 0.12, 0.28], [-0.03, -0.01, 0.09], [-0.69, -0.36, 0.59], [0.78, 0.06, 0.46], [-0.90, -0.11, -0.87], [0.03, -0.12, 0.06], [0.14, -0.16, 0.35], [0.00, 0.15, 0.29], [-0.11, 0.06, -0.08], [-0.09, 0.04, -0.05], [0.00, 0.40, -0.42], [0.14, -0.20, -0.18], [0.11, -0.24, 0.05], [0.27, 0.41, 0.27], [0.39, -0.06, 0.04]], "mulliken_charge": [0.891, -0.721, -0.720, -0.723, -0.757, -0.265, -0.291, -0.332, -0.600, -0.356, -0.751, 0.291, -0.172, 0.302, 0.316, 0.343, 0.403, 0.295, 0.270, 0.324, 0.256]}

Calculated DFT total energy, -313.15880 -5928.21127 -1916.99155 -2350.01656 Eh (same order as the records).
Calculated ΔE to the lowest compared entry with this formula, charge and spin, 3.713 0.000 0.191 0.185 eV (same order as the records).